[1]
The following is a quantum chemistry calculation of a structure of composition C14H29NPbSi2 in a non-equilibrium geometry, from OMol25.

Summary:
- M (g/mol) = 474.76
- LUMO energy (alpha / beta) (eV) = -0.43 / -2.18
- maximum force (eV/A) = 3.70
- spin multiplicity = 1
- Kohn-Sham gap (alpha / beta) (Eh) = 0.24050 / 0.18294
- HOMO level (alpha / beta) (eV) = -6.97 / -7.16

Cartesian coordinates (Å):
Pb1 -0.046 0.350 0.849
Si1 0.919 -1.041 3.851
Si2 -0.697 1.887 3.508
N1 -0.790 -1.862 0.824
C1 1.825 -2.207 2.733
C2 1.223 2.082 -1.982
C3 0.333 2.881 -1.170
C4 0.645 0.649 2.985
C5 0.914 -2.830 -0.906
C6 -0.497 3.458 2.519
C7 -2.388 1.166 3.186
C8 -0.709 -1.805 4.266
C9 -0.520 2.230 5.336
C10 1.918 -0.682 5.360
C11 -0.188 -3.274 -0.226
C12 -0.926 1.366 -2.431
C13 0.462 1.147 -2.707
C14 -1.030 2.407 -1.444
H1 -1.226 3.021 5.630
H2 -1.779 0.820 -2.834
H3 1.928 -3.004 -0.558
H4 -1.879 -1.396 0.734
H5 2.931 -0.351 5.108
H6 2.213 -3.028 3.357
H7 0.502 2.565 5.545
H8 -2.533 0.852 2.120
H9 -0.732 1.330 5.935
H10 2.319 2.205 -1.965
H11 2.693 -1.757 2.239
H12 2.044 -1.565 5.996
H13 -0.973 4.269 3.086
H14 -0.963 3.431 1.516
H15 1.492 0.096 6.001
H16 -1.321 -1.244 4.967
H17 -1.300 -1.982 3.350
H18 1.598 1.197 3.092
H19 -3.114 1.961 3.403
H20 0.603 3.671 -0.500
H21 1.207 -2.666 1.947
H22 -0.506 -2.772 4.701
H23 0.820 -2.055 -1.694
H24 0.566 3.709 2.387
H25 -1.955 2.801 -1.017
H26 -1.209 -3.304 -0.751
H27 0.816 0.424 -3.466
H28 -2.584 0.302 3.833
H29 -0.124 -4.027 0.582

=====

[2]
The following is a quantum chemistry calculation of a structure of composition C14H29P2Pd in a non-equilibrium geometry, from OMol25.

Summary:
- M (g/mol) = 365.75
- LUMO energy (alpha / beta) (eV) = -2.04 / -7.02
- maximum force (eV/A) = 9.62
- spin multiplicity = 5
- total charge = +1
- expectation value of S² = 6.011
- Kohn-Sham gap (alpha / beta) (Eh) = 0.14745 / 0.22278
- HOMO level (alpha / beta) (eV) = -6.05 / -13.09

Cartesian coordinates (Å):
Pd1 -1.824 0.312 0.433
P1 -2.730 -1.117 -1.615
P2 0.504 0.267 -0.132
C1 2.323 -1.815 -0.894
C2 -3.753 0.139 1.013
C3 -2.990 -0.631 1.964
C4 1.514 -0.234 2.459
C5 1.581 0.733 1.273
C6 0.850 -1.469 -0.650
C7 -3.305 1.497 1.095
C8 3.029 1.004 0.855
C9 -0.466 1.948 -2.159
C10 -2.240 1.532 2.044
C11 0.230 -2.496 0.309
C12 -2.103 0.216 2.604
C13 0.830 1.497 -1.473
C14 1.870 1.058 -2.513
H1 -4.544 -0.244 0.382
H2 -0.823 -2.289 0.537
H3 -1.226 2.262 -1.431
H4 2.023 0.242 3.308
H5 -1.670 2.413 2.321
H6 2.824 -1.133 -1.589
H7 2.352 -2.816 -1.352
H8 -4.132 -1.231 -1.842
H9 0.791 -2.555 1.250
H10 3.099 1.772 0.079
H11 -3.083 -1.703 2.111
H12 2.044 -1.174 2.257
H13 1.973 1.856 -3.262
H14 1.242 2.359 -0.918
H15 0.285 -3.482 -0.173
H16 -0.888 1.148 -2.779
H17 -1.401 -0.062 3.390
H18 -3.667 2.326 0.497
H19 3.540 0.101 0.505
H20 2.869 0.900 -2.088
H21 1.136 1.696 1.590
H22 -2.376 -2.497 -1.549
H23 3.568 1.368 1.738
H24 -0.235 2.800 -2.809
H25 1.558 0.149 -3.045
H26 -2.283 -0.786 -2.929
H27 2.895 -1.871 0.042
H28 0.321 -1.529 -1.618
H29 0.488 -0.465 2.765

=====

[3]
The following is a quantum chemistry calculation of a cluster of 2 separate species, C14H30F2N2O6P2S3 in total, from OMol25.

Summary:
- M (g/mol) = 518.55
- LUMO energy (eV) = -0.31
- maximum force (eV/A) = 0.60
- spin multiplicity = 1
- Kohn-Sham gap (Eh) = 0.25621
- HOMO level (eV) = -7.28

Cartesian coordinates (Å):
S1 -3.468 0.829 -4.763
S2 1.630 5.272 1.047
S3 -4.846 -0.282 -1.692
P1 -2.931 -1.059 1.613
P2 -2.090 0.191 -3.580
F1 -1.232 1.290 0.235
F2 0.451 -3.173 -1.149
O1 1.740 5.789 -0.289
O2 3.550 1.310 1.545
O3 3.766 -0.860 1.070
O4 -3.496 -2.564 2.003
O5 2.999 5.555 1.823
O6 0.550 5.738 1.875
N1 -1.305 -1.056 2.190
N2 -0.337 -0.582 -0.725
C1 -1.418 -4.199 -0.024
C2 1.669 3.504 1.040
C3 -2.673 -1.331 -0.240
C4 4.147 0.200 1.611
C5 5.447 0.145 2.424
C6 -1.299 -1.738 -0.768
C7 1.426 1.561 -0.557
C8 0.247 1.636 -1.544
C9 -0.563 -2.950 -0.192
C10 -0.893 0.802 -1.011
C11 2.155 2.864 -0.262
C12 -2.202 0.722 -1.805
C13 -0.670 -5.472 -0.436
C14 -3.222 -0.016 -0.902
H1 -2.325 -4.104 -0.626
H2 -0.807 0.622 -3.942
H3 1.090 1.157 0.401
H4 -3.418 0.692 -0.099
H5 0.561 1.247 -2.515
H6 2.968 6.463 2.166
H7 0.132 -0.549 0.191
H8 -0.106 2.662 -1.680
H9 0.642 3.226 1.298
H10 -5.548 0.031 -0.596
H11 0.359 -5.473 -0.072
H12 2.178 0.862 -0.934
H13 -3.204 -2.864 2.873
H14 5.690 1.116 2.852
H15 -1.252 -0.520 3.052
H16 -2.535 1.763 -1.890
H17 -1.705 -4.288 1.024
H18 6.264 -0.183 1.780
H19 -1.938 -1.205 -3.524
H20 2.087 3.584 -1.081
H21 -0.933 -1.977 2.395
H22 2.322 3.160 1.845
H23 5.342 -0.589 3.224
H24 0.400 -0.754 -1.416
H25 -0.663 -5.610 -1.516
H26 -1.169 -6.335 0.006
H27 -0.019 -2.694 0.717
H28 -3.344 -2.141 -0.530
H29 -1.391 -2.008 -1.822
H30 3.193 2.583 -0.114

=====

[4]
The following is a quantum chemistry calculation of a cluster of 2 separate species, C14H30FN3O3S in total in a non-equilibrium geometry, from OMol25.

Summary:
- M (g/mol) = 339.48
- LUMO energy (eV) = -0.46
- maximum force (eV/A) = 2.08
- spin multiplicity = 1
- Kohn-Sham gap (Eh) = 0.15052
- HOMO level (eV) = -4.55

Cartesian coordinates (Å):
S1 -0.221 1.024 -2.605
F1 -1.925 -0.858 2.302
O1 -1.988 2.071 5.589
O2 0.873 1.703 -3.233
O3 -0.914 0.101 -3.468
N1 2.747 0.880 -1.269
N2 -0.606 -0.330 -0.171
N3 1.166 2.003 0.021
C1 -0.012 2.011 0.884
C2 3.380 -0.141 -1.683
C3 -1.893 -0.887 -0.732
C4 4.433 0.100 -2.733
C5 -1.686 -2.161 -1.544
C6 3.226 -1.564 -1.200
C7 -1.377 -3.357 -0.624
C8 0.414 0.040 -1.202
C9 -0.915 0.743 0.860
C10 0.365 -0.448 2.748
C11 -0.945 0.118 2.245
C12 -1.382 2.266 -2.084
C13 1.586 0.701 -0.438
C14 -2.965 1.289 5.128
H1 0.628 -1.387 2.246
H2 4.955 -0.811 -3.010
H3 -0.941 -2.044 -2.322
H4 4.009 0.620 -3.586
H5 -0.215 -1.120 0.351
H6 -3.781 0.986 5.838
H7 -0.628 2.872 0.641
H8 0.252 -0.697 3.801
H9 -0.816 -4.113 -1.169
H10 -1.938 1.067 0.679
H11 -1.870 2.595 -2.996
H12 -2.658 -2.353 -1.994
H13 1.145 2.670 -0.736
H14 0.309 2.176 1.912
H15 2.848 -1.645 -0.184
H16 0.756 -0.888 -1.657
H17 -0.776 -3.081 0.246
H18 -2.437 -0.127 -1.280
H19 -0.805 3.101 -1.693
H20 5.173 0.769 -2.290
H21 1.780 0.113 0.468
H22 1.179 0.266 2.659
H23 2.567 -2.102 -1.888
H24 -3.566 1.703 4.254
H25 -2.506 -1.163 0.124
H26 -2.627 0.282 4.714
H27 -2.289 -3.827 -0.267
H28 -1.230 0.934 2.921
H29 4.195 -2.051 -1.264
H30 -2.073 1.949 -1.311

=====

[5]
The following is a quantum chemistry calculation of a cluster of 3 separate species, C14H30NO7 in total in a non-equilibrium geometry, from OMol25.

Summary:
- M (g/mol) = 324.39
- LUMO energy (eV) = 2.38
- maximum force (eV/A) = 9.23
- spin multiplicity = 1
- total charge = -1
- Kohn-Sham gap (Eh) = 0.16672
- HOMO level (eV) = -2.16

Cartesian coordinates (Å):
O1 1.915 2.018 -2.216
O2 -1.264 1.844 0.312
O3 0.052 -4.664 2.541
O4 4.864 4.461 -4.957
O5 -0.900 -6.249 4.868
O6 3.853 3.154 -3.118
O7 -1.699 -0.852 1.488
N1 -0.836 4.139 -2.156
C1 1.562 2.728 -4.639
C2 2.478 2.647 -3.281
C3 -2.313 0.943 -0.054
C4 -0.467 4.270 -3.648
C5 -1.287 -4.245 2.295
C6 -0.046 2.842 -4.340
C7 -1.198 -7.330 3.992
C8 4.059 4.398 -3.893
C9 0.446 -4.450 3.900
C10 -0.995 -0.442 2.655
C11 -2.735 0.069 1.129
C12 3.173 5.724 -3.391
C13 0.433 -5.760 4.692
C14 0.006 1.414 -0.166
H1 -3.166 1.558 -0.359
H2 -0.661 -8.227 4.315
H3 0.835 -5.571 5.692
H4 -0.659 0.598 2.582
H5 0.200 0.368 0.088
H6 -3.028 0.687 1.989
H7 0.059 1.549 -1.250
H8 1.844 3.588 -5.381
H9 2.320 5.429 -2.634
H10 -2.272 -7.529 4.045
H11 -1.343 -3.152 2.307
H12 2.627 6.126 -4.370
H13 -3.603 -0.529 0.834
H14 -1.065 3.117 -2.004
H15 -1.580 -4.597 1.305
H16 -0.191 -3.695 4.380
H17 1.068 -6.516 4.214
H18 -1.983 -4.662 3.030
H19 0.777 2.035 0.300
H20 0.289 5.153 -3.850
H21 -0.937 -7.094 2.956
H22 -0.544 2.886 -5.424
H23 1.468 -4.062 3.878
H24 0.052 4.368 -1.655
H25 1.724 1.707 -5.234
H26 -2.020 0.327 -0.914
H27 3.923 6.528 -2.986
H28 -1.630 -0.566 3.538
H29 -1.487 4.599 -4.174
H30 -0.116 -1.079 2.767

=====

[6]
The following is a quantum chemistry calculation of a structure of composition C14H31AgBrSi in a non-equilibrium geometry, from OMol25.

Summary:
- M (g/mol) = 415.26
- LUMO energy (eV) = -6.16
- maximum force (eV/A) = 1.78
- spin multiplicity = 1
- total charge = +1
- Kohn-Sham gap (Eh) = 0.20698
- HOMO level (eV) = -11.79

Cartesian coordinates (Å):
Ag1 5.241 2.023 -1.599
Br1 -5.662 -0.938 -3.620
Si1 -4.547 0.443 -2.173
C1 -1.442 -1.286 1.478
C2 2.743 -3.210 0.431
C3 2.901 1.809 -0.726
C4 -2.937 -0.396 -1.589
C5 -1.783 -1.907 0.085
C6 -1.870 0.205 1.670
C7 1.608 2.655 -0.472
C8 0.334 1.774 -0.267
C9 -0.682 1.174 2.053
C10 2.234 -1.726 0.526
C11 -3.175 -1.504 -0.494
C12 3.160 0.693 0.341
C13 -0.551 2.265 0.942
C14 3.103 -0.735 -0.332
H1 -1.522 2.586 0.524
H2 -0.106 3.184 1.379
H3 2.254 -1.382 1.573
H4 1.220 -1.695 0.091
H5 -3.835 -1.134 0.311
H6 -1.820 -1.922 2.298
H7 -1.806 -3.008 0.231
H8 3.375 -3.319 -0.467
H9 -0.336 -1.325 1.575
H10 1.815 3.314 0.389
H11 -2.580 0.247 2.519
H12 -0.245 1.750 -1.209
H13 1.427 3.302 -1.352
H14 2.354 0.728 1.096
H15 2.843 1.433 -1.772
H16 -4.247 1.673 -2.936
H17 -3.644 -2.349 -1.026
H18 0.578 0.711 -0.057
H19 3.283 -3.506 1.343
H20 -0.956 1.714 2.977
H21 -2.389 0.650 0.809
H22 1.860 -3.862 0.338
H23 -2.239 0.395 -1.253
H24 -5.455 0.800 -1.079
H25 2.611 -0.662 -1.321
H26 -2.494 -0.851 -2.501
H27 4.103 0.849 0.898
H28 0.277 0.636 2.163
H29 4.135 -1.106 -0.490
H30 3.810 2.533 -0.689
H31 -0.946 -1.723 -0.615

=====

| no. | E (eV) |
| --- | --- |
| 1 | -37475.748 |
| 2 | -37031.026 |
| 3 | -86787.181 |
| 4 | -39163.816 |
| 5 | -30819.309 |
| 6 | -96932.087 |